# C4H10N2O2

A cluster of 3 separate species, C4H10N2O2 in total (the ωB97M-V functional and the def2-TZVPD basis, the OMol25 dataset).

Values from the calculation:
- F_max: 0.06676 hartree/bohr
- E: -418.22396 Ha

Atoms and positions in Å:
C1 -1.7585 1.0400 -1.1407
C2 -1.0267 -0.9293 0.0450
O1 -1.5337 1.9327 -0.3074
O2 -3.0310 0.6690 -1.4376
H1 -3.6115 1.0199 -0.7438
H2 -0.0430 1.7093 0.4987
H3 -1.0968 0.8321 -1.9865
H4 -0.7702 -1.2459 1.0590
H5 -2.0977 -0.8341 0.1995
H6 -0.7718 -1.6986 -0.6790
C3 1.7840 -0.8866 0.0762
C4 2.9492 -0.6836 0.6984
N1 0.7546 0.0311 -0.0632
N2 0.7807 1.1012 0.7189
H7 0.9618 0.9239 1.7107
H8 1.5865 -1.8086 -0.4545
H9 3.2083 0.2695 1.1344
H10 3.7159 -1.4419 0.6718

Forces on the atoms, in the same order (eV/Å):
C -0.999 3.284 -0.001
C 2.522 -1.582 1.451
O -0.493 -1.852 -1.113
O 0.671 -0.315 0.314
H 0.103 0.092 -0.043
H 1.113 -0.459 0.359
H 0.224 -0.627 0.464
H 0.459 -0.433 -0.142
H -0.085 1.198 -0.835
H -0.229 -0.070 0.048
C -0.588 -0.376 0.277
C -0.084 0.189 -0.114
N -2.076 0.151 -1.212
N -0.188 0.985 0.524
H -0.230 -0.066 -0.117
H -0.021 -0.087 0.103
H -0.086 0.025 0.126
H -0.011 -0.060 -0.089